a.
Entry from OMol25: the molecule C4H4FNS2 (ωB97M-V/def2-TZVPD).

XYZ file:
```
12
Properties=species:S:1:pos:R:3
C 0.001 0.441 2.120
C 0.644 0.764 0.936
F 1.863 1.355 0.826
C 0.146 0.653 -0.613
S 0.974 -0.599 -1.627
C -0.520 -1.467 -1.895
N -1.606 -1.157 -1.291
S -1.642 0.518 -0.677
H -0.734 -0.257 2.224
H 0.723 0.692 2.895
H 0.606 1.700 -0.914
H -0.457 -2.642 -1.983
```

Results
Kohn-Sham gap: 9.1 eV
HOMO: -8.710 eV
structure (SMILES): C=C(F)[C@H]1SC=NS1
LUMO: 0.4 eV

b.
Entry from OMol25: the molecule C4H4FNS2 (ωB97M-V/def2-TZVPD).

XYZ file:
```
12
Properties=species:S:1:pos:R:3
N 1.039 1.559 0.535
C 0.431 0.357 0.017
C 1.260 -0.875 -0.105
S 2.982 -0.812 -0.082
C -1.008 0.224 -0.321
F -1.720 1.340 -0.653
C -1.762 -1.038 -0.296
S -3.398 -0.766 0.281
H 2.050 1.445 0.885
H 0.510 2.539 0.223
H 0.838 -1.922 -0.501
H -1.223 -2.053 0.017
```

Results
Kohn-Sham gap: 6.0 eV
HOMO: -8.320 eV
structure (SMILES): N/C(C=S)=C(\F)C=S
LUMO: -2.3 eV

a takes first place; second place is 114.5 kJ/mol up.